Version 1
ORCA calculation (wB97M-V/def2-TZVPD) on 3 unconnected molecules or ions with the total composition C2H10NO2.

Structure (XYZ):
```
15
Properties=species:S:1:pos:R:3:mulliken_charge:R:1
C 1.4424 1.0472 0.4897 0.014
C 0.8634 2.1105 0.9611 -0.598
N 0.7188 0.2360 -0.5817 -0.414
H 2.1023 0.3046 0.9912 0.326
H 1.3308 2.6013 1.8225 0.265
H 0.0705 2.6558 0.4394 0.255
H 1.2140 0.1672 -1.5215 0.383
H 0.5939 -0.7850 -0.2088 0.393
H -0.2428 0.5609 -0.8470 0.346
H -0.6365 -1.8962 2.6511 0.315
H -1.7166 -2.3216 2.0063 0.282
O -1.0863 -1.7261 1.8282 -0.578
H -1.0732 -1.6077 -2.7187 0.324
H -1.9030 -0.3256 -2.9646 0.340
O -1.6778 -1.0214 -2.3474 -0.653
```

Values from the calculation:
2S+1: 1
Net charge: +1
HOMO energy in eV: -15.28
Molar mass in g/mol: 80.11



Version 2
ORCA calculation (wB97M-V/def2-TZVPD) on 3 unconnected molecules or ions with the total composition C2H10NO2.

Structure (XYZ):
```
15
Properties=species:S:1:pos:R:3:mulliken_charge:R:1
C -0.2627 0.0162 -2.3444 -0.681
C 1.5031 1.5958 -1.4132 -0.087
N 0.6501 0.6014 -1.2612 -0.027
H 0.3927 -0.6529 -2.9066 0.342
H -1.1081 -0.3012 -1.7286 0.301
H -0.4123 1.0043 -2.8410 0.267
H 1.4812 2.2765 -2.3108 0.235
H 2.0378 2.0269 -0.5157 0.285
H 0.8258 -0.0715 -0.5359 0.347
H -0.7583 0.5926 1.6236 0.292
H -1.0330 -0.8857 1.3995 0.340
O -0.4563 -0.1154 1.0900 -0.633
H -0.2461 -1.7852 4.0721 0.327
H -1.6725 -2.1442 4.1490 0.328
O -0.9414 -2.1577 3.5234 -0.637
```

Values from the calculation:
2S+1: 1
Net charge: +1
HOMO energy in eV: -14.56
Molar mass in g/mol: 80.11



Q: Which of them is the least stable? A: version 1.



Version 1
ORCA calculation (wB97M-V/def2-TZVPD) on a molecular structure, C2H10NO2.

Structure (XYZ):
```
15
Properties=species:S:1:pos:R:3:mulliken_charge:R:1
C -2.4128 -0.2133 -0.5945 -0.979
C -0.9634 1.4166 0.4950 -0.211
N -1.0419 0.1940 -0.0413 -0.243
H -2.1693 -1.2488 -0.7266 0.334
H -2.7754 0.1965 -1.5679 0.299
H -3.0958 -0.1772 0.1590 0.431
H -1.8607 2.0572 0.5755 0.286
H -0.0778 1.6733 0.9697 0.269
H -0.1088 -0.7359 0.1302 0.538
H 3.4480 0.3383 0.6269 0.326
H 3.8378 0.3744 -0.8157 0.336
O 3.1881 -0.0067 -0.2359 -0.616
H 1.8867 -0.7478 -0.0898 0.446
H 1.1560 -2.0054 0.7518 0.344
O 0.9892 -1.1152 0.3635 -0.558
```

Values from the calculation:
2S+1: 1
Net charge: +1
HOMO energy in eV: -15.93
Molar mass in g/mol: 80.11



Version 2
ORCA calculation (wB97M-V/def2-TZVPD) on 3 unconnected molecules or ions with the total composition C2H10NO2.

Structure (XYZ):
```
15
Properties=species:S:1:pos:R:3:mulliken_charge:R:1
C -2.3672 -0.4850 -0.9603 -0.810
C -1.5306 1.0947 0.6497 -0.080
N -1.3312 0.0666 -0.0530 0.134
H -2.2403 -1.5538 -1.0337 0.324
H -2.3543 0.1122 -1.8635 0.334
H -3.2986 -0.3140 -0.4821 0.341
H -2.5004 1.5812 0.6415 0.290
H -0.7023 1.5528 1.1759 0.256
H -0.4126 -0.4075 0.0570 0.253
H 3.9503 0.3871 0.2598 0.316
H 3.2925 1.7197 0.6297 0.314
O 3.0978 0.7952 0.4503 -0.640
H 1.8319 -0.8434 0.3941 0.326
H 1.3365 -2.0862 -0.4290 0.293
O 1.0703 -1.2488 -0.0498 -0.652
```

Values from the calculation:
2S+1: 1
Net charge: +1
HOMO energy in eV: -15.28
Molar mass in g/mol: 80.11



Q: Which of them is the least stable? A: version 1.



Version 1
ORCA calculation (wB97M-V/def2-TZVPD) on a molecular structure, C32H34IMgN6PS2.

Structure (XYZ):
```
77
Properties=species:S:1:pos:R:3:mulliken_charge:R:1
Mg 0.0645 0.6385 -0.0459 3.576
N 1.5973 0.4250 3.0806 -0.286
C 2.3325 0.0139 2.0403 0.020
N 1.8664 -0.2060 0.8555 0.467
C 2.8260 -0.6215 -0.0191 -0.506
C 4.0663 -0.7666 0.5217 -0.508
S 4.0521 -0.3414 2.1982 -0.281
C 2.4731 -0.8078 -1.4062 -0.990
C 3.3588 -0.9344 -2.4335 -0.344
S 2.5315 -1.0472 -3.9429 -0.308
C 1.0188 -0.9171 -3.0503 -0.325
N 1.1561 -0.8120 -1.7739 0.057
N -0.1691 -1.0112 -3.6992 -0.256
H 0.6697 0.7691 2.8603 -0.277
H 2.0560 0.7561 3.9114 0.249
H 4.9770 -1.0791 0.0553 0.495
H 4.4295 -0.9317 -2.4108 0.488
H -0.1712 -0.7891 -4.6826 0.273
H -0.9624 -0.6941 -3.1639 0.008
N -0.8341 -0.6831 1.7528 0.524
C -1.6227 -0.3811 2.8753 0.282
C -2.1017 -1.4245 3.6604 -0.911
C -2.9381 -1.1981 4.7351 -0.682
C -3.3135 0.1012 5.0333 -0.846
C -2.7976 1.1460 4.2928 -1.206
C -1.9127 0.9483 3.2273 1.483
C -1.3943 2.1300 2.5122 -0.039
C -1.3238 3.3251 3.2487 -1.081
C -1.1202 4.5378 2.6280 -1.054
C -1.0172 4.5665 1.2485 -0.962
C -0.9587 3.3789 0.5476 -0.452
C -1.0770 2.1144 1.1338 1.882
H -1.3156 -0.4215 0.9025 -0.616
H -0.6359 -1.6792 1.7119 -0.450
H -1.7973 -2.4363 3.4164 0.387
H -3.3207 -2.0300 5.3069 0.414
H -4.0009 0.3042 5.8402 0.392
H -3.0984 2.1532 4.5363 0.564
H -1.3968 3.3067 4.3277 0.555
H -1.0627 5.4520 3.2033 0.386
H -0.9234 5.5055 0.7224 0.446
H -0.8082 3.4599 -0.5206 0.248
C 2.5160 4.3857 -2.0686 -0.645
C 2.6850 3.9863 -0.7537 -0.760
C 2.0352 2.8587 -0.2802 -0.080
C 1.1981 2.0748 -1.0787 0.580
C 1.0958 2.4875 -2.4084 0.221
C 1.7231 3.6201 -2.9027 -0.849
H 2.9843 5.2902 -2.4350 0.367
H 3.3195 4.5608 -0.0889 0.415
H 2.1583 2.5958 0.7682 0.170
H 0.4931 1.9088 -3.1060 0.097
H 1.5776 3.9153 -3.9347 0.431
I -3.3808 3.0585 -4.0086 0.062
C -3.3047 1.4381 -2.6585 -1.018
C -4.3580 0.5356 -2.5586 -0.158
C -4.1871 -0.5595 -1.7229 -1.240
C -2.9908 -0.7036 -1.0439 -0.180
N -2.0023 0.1898 -1.1148 -0.036
C -2.1667 1.2431 -1.9033 0.291
H -5.2730 0.6792 -3.1093 0.431
H -4.9725 -1.2917 -1.6174 0.454
H -2.8073 -1.5693 -0.4224 0.441
H -1.3528 1.9475 -1.9014 -0.219
C -1.0029 -4.2773 0.8287 -1.504
P -0.1800 -3.1195 -0.3805 1.388
C -0.8616 -3.8630 -1.9369 -1.425
C 1.4704 -3.9611 -0.4177 -1.580
H -0.9427 -5.3102 0.4901 0.467
H -2.0515 -4.0038 0.9472 0.362
H -0.5140 -4.1964 1.7996 0.392
H -0.7619 -4.9474 -1.9407 0.470
H -0.3222 -3.4528 -2.7870 0.335
H -1.9134 -3.6006 -2.0373 0.322
H 1.3673 -5.0416 -0.5125 0.513
H 2.0172 -3.7314 0.4953 0.310
H 2.0420 -3.5837 -1.2622 0.356
```

Values from the calculation:
2S+1: 1
HOMO energy in eV: -6.92
Molar mass in g/mol: 748.98



Version 2
ORCA calculation (wB97M-V/def2-TZVPD) on a molecular structure, C32H34IMgN6PS2.

Structure (XYZ):
```
77
Properties=species:S:1:pos:R:3:mulliken_charge:R:1
Mg -0.3746 0.1286 0.4689 2.410
N 0.4735 3.6808 0.0170 -0.200
C 0.9838 3.0814 1.1014 0.135
N 0.9154 1.7881 1.3449 0.788
C 1.5974 1.4779 2.5047 -1.098
C 2.1528 2.5160 3.1661 -0.163
S 1.8559 3.9801 2.3001 -0.289
C 1.6173 0.0695 2.8903 -0.905
C 2.2143 -0.4746 3.9753 -0.310
S 1.8226 -2.1517 4.0746 -0.257
C 0.8859 -1.9982 2.6340 -0.215
N 0.9101 -0.8103 2.0932 0.421
N 0.1716 -3.0358 2.1139 -0.312
H 0.0434 3.1153 -0.7061 -0.141
H 0.3698 4.6775 -0.0222 0.192
H 2.6946 2.5122 4.0961 0.467
H 2.8143 0.0100 4.7263 0.468
H -0.0007 -3.8184 2.7225 0.283
H -0.6404 -2.7389 1.5864 0.190
N -2.8223 2.6000 -0.3360 -0.386
C -3.3773 1.8091 -1.3462 0.789
C -4.7350 1.4890 -1.3071 -0.631
C -5.3315 0.7732 -2.3306 -0.502
C -4.5809 0.3636 -3.4223 -0.936
C -3.2290 0.6751 -3.4608 -0.245
C -2.6006 1.3841 -2.4397 0.065
C -1.1231 1.6140 -2.5309 1.252
C -0.6159 2.2561 -3.6648 -0.289
C 0.7512 2.3290 -3.8861 -1.058
C 1.6153 1.7296 -2.9799 -0.767
C 1.0938 1.1233 -1.8429 0.003
C -0.2835 1.0568 -1.5477 -1.180
H -1.8668 2.3343 -0.1423 -0.245
H -3.3497 2.5483 0.5251 0.426
H -5.3226 1.8115 -0.4546 0.376
H -6.3868 0.5367 -2.2711 0.387
H -5.0374 -0.1939 -4.2298 0.403
H -2.6234 0.3500 -4.2992 0.503
H -1.3049 2.6890 -4.3814 0.490
H 1.1340 2.8359 -4.7636 0.366
H 2.6866 1.7497 -3.1512 0.449
H 1.8192 0.6891 -1.1494 0.164
C -4.3726 -0.4953 3.4660 -0.558
C -4.5044 -0.6895 2.0978 -0.744
C -3.4155 -0.4768 1.2566 0.055
C -2.1502 -0.0706 1.7151 0.155
C -2.0724 0.1129 3.1065 -0.133
C -3.1461 -0.0849 3.9695 -0.727
H -5.2146 -0.6561 4.1286 0.350
H -5.4575 -1.0012 1.6838 0.426
H -3.5900 -0.6120 0.1904 0.098
H -1.1322 0.4337 3.5559 0.132
H -3.0275 0.0823 5.0349 0.416
I 2.6680 -4.6733 -1.9555 0.061
C 0.8946 -3.6079 -1.7897 -0.702
C -0.2117 -3.9179 -2.5624 -0.213
C -1.3594 -3.1568 -2.4056 -1.124
C -1.3565 -2.1243 -1.4853 -0.058
N -0.2950 -1.8419 -0.7277 0.095
C 0.8148 -2.5629 -0.8800 0.077
H -0.1770 -4.7289 -3.2778 0.420
H -2.2448 -3.3487 -2.9953 0.501
H -2.2195 -1.4805 -1.3599 0.157
H 1.6631 -2.2896 -0.2623 0.071
C 4.5309 0.7884 0.6370 -1.209
P 4.1163 -0.9743 0.3303 1.043
C 5.2836 -1.7763 1.4997 -1.352
C 5.0211 -1.2203 -1.2480 -1.208
H 5.6071 0.9685 0.5717 0.499
H 4.1790 1.0885 1.6246 0.312
H 4.0239 1.4190 -0.0966 0.236
H 6.3139 -1.4483 1.3395 0.385
H 5.2363 -2.8605 1.3889 0.360
H 4.9896 -1.5329 2.5222 0.309
H 6.0552 -0.8726 -1.1812 0.413
H 4.5159 -0.6756 -2.0476 0.275
H 5.0167 -2.2764 -1.5190 0.281
```

Values from the calculation:
2S+1: 1
HOMO energy in eV: -7.33
Molar mass in g/mol: 748.98



Q: Which of them is the least stable? A: version 1.



Version 1
ORCA calculation (wB97M-V/def2-TZVPD) on 3 unconnected molecules or ions with the total composition C3H12O4.

Structure (XYZ):
```
19
Properties=species:S:1:pos:R:3:mulliken_charge:R:1
O 0.1609 -0.1962 1.3453 -0.501
C 0.0051 -0.3554 -0.0915 -0.463
C -1.0547 -1.2010 -0.8142 -0.580
C -1.4824 -0.8993 -2.2592 -0.613
O -2.7588 -0.2400 -2.2462 -0.504
H -0.5860 -0.6195 1.8028 0.293
H 0.3195 0.5776 -0.5360 0.345
H 0.9279 -0.9977 -0.2379 0.273
H -0.6795 -2.2020 -0.9135 0.373
H -1.9510 -1.3235 -0.2073 0.329
H -0.7009 -0.6543 -2.8844 0.420
H -1.6521 -1.9128 -2.5758 0.359
H -3.2836 -0.5538 -2.9423 0.279
O -1.9173 2.5404 0.0939 -0.629
H -1.1603 3.1067 0.4289 0.334
H -1.4403 2.0852 -0.6294 0.285
O 6.0536 1.2475 4.2168 -0.657
H 5.7451 0.6739 3.4678 0.326
H 5.4549 0.9243 4.9822 0.331
```

Values from the calculation:
SMILES: OCCCO.O.O
2S+1: 1
HOMO energy in eV: -9.92
Molar mass in g/mol: 112.12



Version 2
ORCA calculation (wB97M-V/def2-TZVPD) on 3 unconnected molecules or ions with the total composition C3H12O4.

Structure (XYZ):
```
19
Properties=species:S:1:pos:R:3:mulliken_charge:R:1
O 0.5329 3.0303 -0.8487 -0.532
C 0.6204 1.7667 -0.1870 -0.263
C -0.6342 0.9289 -0.4501 -0.482
C -0.4919 -0.4026 0.2997 -0.728
O -1.6105 -1.2781 0.1531 -0.452
H -0.2117 3.0368 -1.4521 0.314
H 0.7593 1.9483 0.8826 0.283
H 1.5411 1.3027 -0.5538 0.199
H -0.5254 0.5771 -1.4772 0.235
H -1.4395 1.6023 -0.1976 0.470
H -0.1169 -0.2667 1.3135 0.345
H 0.3524 -0.9022 -0.1864 0.309
H -2.2624 -0.7566 0.6384 0.299
O -3.2959 -4.2886 0.0789 -0.604
H -3.8894 -4.2853 -0.6779 0.306
H -2.7758 -5.0801 -0.0379 0.304
O 4.5388 0.9205 1.2716 -0.637
H 4.7717 1.7549 0.8549 0.322
H 4.1371 0.3917 0.5760 0.312
```

Values from the calculation:
SMILES: OCCCO.O.O
2S+1: 1
HOMO energy in eV: -10.35
Molar mass in g/mol: 112.12



Version 3
ORCA calculation (wB97M-V/def2-TZVPD) on 4 unconnected molecules or ions with the total composition C3H12O4.

Structure (XYZ):
```
19
Properties=species:S:1:pos:R:3:mulliken_charge:R:1
C -0.9741 0.8178 -0.2423 -0.959
C -0.1944 0.0817 0.5506 0.848
C -0.4343 -1.3407 0.9312 -1.047
O 1.0242 0.4930 0.9715 -0.480
H -1.9910 0.4514 -0.3252 0.203
H -0.7243 1.6702 -0.8479 0.290
H -1.4658 -1.6431 0.6912 0.299
H 0.1715 -1.9431 0.2698 0.236
H -0.1065 -1.6535 1.9195 0.311
H 1.1641 1.4327 0.8180 0.289
O 4.0078 3.0673 0.8928 -0.628
H 3.8743 2.3377 0.2842 0.317
H 4.5992 3.7089 0.4961 0.315
O -6.3760 -1.6454 0.1868 -0.634
H -5.8885 -1.0881 0.8078 0.319
H -5.6889 -1.7820 -0.4780 0.316
O 2.9231 -0.9030 -1.9285 -0.602
H 3.5219 -0.4507 -2.5303 0.304
H 2.5579 -1.6111 -2.4671 0.303
```

Values from the calculation:
SMILES: C=C(C)O.O.O.O
2S+1: 1
HOMO energy in eV: -8.65
Molar mass in g/mol: 112.12



Version 4
ORCA calculation (wB97M-V/def2-TZVPD) on 4 unconnected molecules or ions with the total composition C3H12O4.

Structure (XYZ):
```
19
Properties=species:S:1:pos:R:3:mulliken_charge:R:1
C 0.8852 0.6679 -2.3228 -0.642
C 0.1538 -0.3859 -1.9854 -0.211
C 0.5549 -1.6114 -1.2140 -0.301
O -0.4809 -1.9141 -0.3074 -0.498
H 0.4170 1.5047 -2.8286 0.304
H 1.8417 0.9145 -1.8239 0.251
H -0.8582 -0.4748 -2.4106 0.341
H 1.4322 -1.3368 -0.5994 0.246
H 0.7954 -2.4029 -1.9456 0.211
H -0.2598 -1.8667 0.6205 0.291
O -2.0011 1.6078 0.3596 -0.623
H -2.7689 1.1619 0.0004 0.293
H -1.2732 1.4048 -0.2526 0.339
O 0.6784 1.5617 1.7754 -0.594
H 0.2037 2.3552 1.4659 0.304
H 1.5289 1.8294 1.4140 0.305
O -0.5006 -1.1818 3.1778 -0.652
H -0.1330 -1.5193 3.9912 0.305
H -0.2154 -0.3142 2.8855 0.331
```

Values from the calculation:
SMILES: C=CCO.O.O.O
2S+1: 1
HOMO energy in eV: -10.19
Molar mass in g/mol: 112.12



Q: Which of them is the least stable? A: version 1.